(one)
Formula: C4H12
Source: the Open Molecules 2025 dataset
Level of theory: the ωB97M-V functional and the def2-TZVPD basis

ORCA input file:
```
! RIJCOSX wB97M-V def2-TZVPD def2/J DEFGRID3
* xyz 0 1
C -1.32637 1.63254 -0.48966
C -2.01283 1.82816 0.86103
H -1.58480 2.45288 -1.15046
H -0.25712 1.48515 -0.37828
H -1.68313 0.71449 -0.95226
H -1.52974 1.22628 1.62310
H -3.05939 1.53574 0.79381
H -1.92741 2.86510 1.17874
C 1.20922 -1.12867 -0.02450
C 2.13369 -2.31582 -0.32502
H 0.16496 -1.35076 -0.23556
H 1.28207 -0.83761 1.01900
H 1.49835 -0.28157 -0.64822
H 3.16933 -2.06106 -0.09109
H 2.09737 -2.55903 -1.38413
H 1.82581 -3.20580 0.20350
*
```

(two)
Formula: C4H12
Source: the Open Molecules 2025 dataset
Level of theory: the ωB97M-V functional and the def2-TZVPD basis

ORCA input file:
```
! RIJCOSX wB97M-V def2-TZVPD def2/J DEFGRID3
* xyz 0 1
C -1.41592 -0.20189 2.02231
C -1.80212 0.48615 0.70677
H -0.90108 -1.11921 1.80254
H -0.54001 0.25474 2.45725
H -2.25569 -0.32895 2.68273
H -2.81528 1.02894 0.76557
H -2.01921 -0.23292 -0.13410
H -0.94525 1.23362 0.61230
C 1.29091 0.18462 -0.67422
C 1.91370 -0.51117 -1.88467
H 1.75330 1.14012 -0.39934
H 0.32109 0.53114 -1.05009
H 1.10636 -0.50239 0.11730
H 1.42022 -0.52302 -2.81689
H 2.19376 -1.53904 -1.84635
H 2.69521 0.09927 -2.36112
*
```

(three)
Formula: C4H12
Source: the Open Molecules 2025 dataset
Level of theory: the ωB97M-V functional and the def2-TZVPD basis

ORCA input file:
```
! RIJCOSX wB97M-V def2-TZVPD def2/J DEFGRID3
* xyz 0 1
C -1.43504 1.50233 -0.93301
C -0.08980 1.79211 -0.21064
H -2.21542 2.27944 -0.55652
H -1.27935 1.76203 -1.91415
H -1.84383 0.62866 -0.70570
H 0.78293 1.20524 -0.62395
H 0.34190 2.79226 -0.15140
H -0.14244 1.28443 0.86771
C 0.43530 -2.28197 0.28347
C 0.99356 -1.04166 0.79704
H -0.57907 -2.28099 0.51037
H 0.39601 -2.38745 -0.77869
H 1.03514 -3.27249 0.67040
H 1.74211 -0.56951 0.02665
H 1.62458 -1.06930 1.71415
H 0.23343 -0.34313 1.00426
*
```

(four)
Formula: C4H12
Source: the Open Molecules 2025 dataset
Level of theory: the ωB97M-V functional and the def2-TZVPD basis

ORCA input file:
```
! RIJCOSX wB97M-V def2-TZVPD def2/J DEFGRID3
* xyz 0 1
C -0.46709 -0.56129 -1.58671
C 0.29880 -1.52404 -2.47606
H -1.50329 -0.41045 -1.88318
H -0.39802 -0.81151 -0.53261
H -0.00329 0.42594 -1.69433
H 0.09448 -2.58403 -2.32156
H 1.38553 -1.44375 -2.35846
H 0.16621 -1.25405 -3.52501
C -0.63833 0.81288 1.84560
C 0.75286 1.26192 2.26999
H -1.04294 1.46122 1.06504
H -0.52908 -0.21753 1.50241
H -1.46468 0.76025 2.56096
H 1.16695 0.65117 3.04483
H 0.76090 2.28570 2.64684
H 1.42099 1.14757 1.44225
*
```

Least stable structure among those shown: (three).